# 1
{
  "formula": "C19H64O19",
  "method": "ωB97M-V/def2-TZVPD",
  "largest_force_ha_per_bohr": 0.030,
  "homo_ev": -9.63,
  "de_lowest_kj_mol": 115.5,
  "total_energy_ha": -2191.63693,
  "homo_lumo_gap_ev": 9.90,
  "spin_multiplicity": 1,
  "species": ["O", "C", "H", "H", "H", "H", "C", "H", "O", "H", "H", "H", "O", "H", "H", "O", "C", "H", "H", "H", "H", "H", "C", "O", "H", "H", "O", "H", "H", "H", "H", "H", "H", "H", "H", "H", "H", "C", "C", "H", "H", "C", "O", "H", "H", "C", "O", "C", "H", "O", "H", "O", "H", "C", "H", "H", "C", "O", "H", "H", "O", "H", "H", "O", "H", "C", "H", "H", "H", "H", "O", "H", "H", "O", "O", "H", "H", "C", "H", "H", "O", "H", "H", "H", "H", "H", "H", "H", "H", "H", "C", "H", "C", "C", "H", "C", "C", "H", "H", "C", "O", "O"],
  "coordinates": [[-0.553, -0.338, 0.914], [-3.571, -1.968, 2.490], [-0.577, -2.697, -3.864], [-1.881, -2.836, -2.652], [-1.203, -6.127, 0.686], [2.358, 1.035, -1.643], [-0.364, 1.296, -0.919], [-3.094, 3.892, -0.236], [-3.608, -0.850, 1.569], [0.425, -2.796, -1.874], [4.121, -0.618, -1.118], [-0.625, 4.318, -0.320], [0.055, -4.201, -0.657], [3.528, 0.379, 0.169], [-3.354, 2.169, -6.039], [-4.010, 1.954, -2.804], [-0.289, 1.008, 0.561], [1.033, 1.332, -4.521], [-0.050, -3.362, 1.285], [-1.745, 5.545, -0.936], [0.355, -0.310, -1.829], [2.180, -4.775, 1.957], [-0.701, -5.386, 1.314], [2.965, 5.173, -0.672], [-4.111, 0.744, -4.477], [0.539, -6.341, 2.456], [-0.277, 4.887, 2.951], [-1.453, -1.294, -3.398], [1.295, -3.238, 3.113], [-0.607, 2.955, 2.214], [-0.659, -1.002, 5.785], [-4.535, -1.917, 2.997], [1.215, -1.244, 4.520], [-2.816, -0.927, 1.020], [-1.290, -5.282, 2.230], [1.974, 3.385, -0.266], [2.932, -0.526, -3.830], [-0.015, -0.124, 5.847], [4.012, 0.438, -0.814], [1.465, 4.768, 0.684], [0.559, -0.257, 6.771], [2.769, -1.581, -4.069], [-0.839, 1.020, 5.855], [-2.474, -2.455, 4.309], [-4.191, 3.367, -5.127], [2.815, -2.057, 2.047], [1.979, -1.984, 0.900], [-3.352, 2.674, -5.067], [-1.494, 3.358, 3.695], [0.623, 0.634, -1.703], [-1.370, 0.996, -1.254], [4.018, -2.212, -4.303], [-1.060, 1.631, 1.025], [-2.395, -1.786, 3.449], [-0.267, 1.787, 5.732], [2.270, -2.686, 0.307], [-1.420, 4.512, -1.049], [2.866, -4.395, 2.518], [-3.475, -2.867, 1.879], [0.517, -0.246, -5.236], [-0.384, 1.450, -6.026], [0.695, 1.300, 0.946], [-2.023, 4.077, 2.234], [-2.137, 3.409, -4.945], [2.810, -1.093, 2.566], [-1.046, -2.223, -2.999], [5.034, 0.795, -0.682], [-2.329, -0.755, 3.805], [-1.015, -1.567, 2.052], [-3.334, 2.531, -2.417], [-1.181, -2.166, 2.805], [-2.295, 4.295, -4.616], [2.158, -1.678, -4.963], [-2.462, 3.563, -0.879], [-0.143, -2.018, -1.919], [-0.352, 2.360, -1.159], [-1.583, -3.632, 0.518], [-0.574, -4.048, 0.620], [-0.908, 4.369, -2.001], [2.692, -3.084, 4.068], [3.315, 1.220, -1.738], [4.490, -2.282, -3.470], [2.204, -2.023, -3.238], [-0.489, 0.679, -4.103], [3.917, 5.122, -0.592], [-2.506, 1.082, -3.954], [-0.869, 2.179, -5.611], [2.765, 0.135, 5.209], [-0.413, 5.206, 3.844], [3.854, -2.262, 1.785], [-3.500, 1.540, -4.052], [0.268, -0.823, 0.714], [0.937, -0.195, 4.664], [2.389, -3.158, 3.018], [3.027, 3.967, 1.017], [0.208, 0.752, -4.946], [2.336, 4.290, 0.237], [0.367, 0.008, 3.754], [-0.661, -4.435, -1.257], [-1.112, 3.755, 2.749], [0.624, -5.851, 1.631], [2.080, 0.638, 4.759]],
  "forces_ev_per_angstrom": [[0.484, -0.236, -0.558], [0.114, 1.493, -0.379], [0.146, -0.177, 0.140], [-0.136, -0.062, -0.145], [0.027, 0.061, -0.145], [0.297, -0.002, -0.179], [-0.854, -0.631, -0.757], [0.000, 0.002, 0.031], [0.206, -0.478, 0.122], [-0.043, 0.120, 0.463], [-0.129, 0.063, -0.248], [-0.142, 0.234, 0.222], [0.029, -0.367, 0.533], [-0.004, 0.282, 0.016], [0.366, 0.178, -0.117], [0.232, -0.072, -0.132], [0.026, 0.978, 0.057], [0.345, -0.297, -0.196], [0.391, -0.154, -0.548], [-0.119, -0.011, -0.144], [0.303, 0.518, 0.208], [-0.191, -0.263, 0.009], [0.358, 0.014, 0.096], [-0.320, 0.316, -0.168], [-0.439, 0.215, 0.151], [0.305, -0.076, -0.089], [0.243, -0.268, -0.113], [0.112, 0.208, 0.474], [-0.006, 0.465, -0.303], [0.158, 0.375, 0.057], [-0.239, 0.122, -0.064], [0.063, -0.270, 0.109], [0.202, -0.018, 0.235], [-0.103, 0.240, -0.030], [0.021, 0.192, -0.023], [0.166, 0.006, -0.169], [-0.248, 0.030, -0.103], [0.390, -0.539, -0.233], [0.168, -0.820, 0.389], [0.164, 0.229, 0.137], [0.002, 0.312, 0.146], [0.143, 0.347, 0.351], [0.136, 0.169, 0.032], [-0.156, 0.057, 0.016], [-0.216, -0.122, 0.486], [0.138, 0.269, 1.488], [0.161, -0.066, -0.012], [-0.407, -0.628, -0.777], [0.289, -0.184, 0.052], [-0.245, -0.445, 0.255], [0.112, -0.177, -0.007], [-0.125, -0.370, -0.081], [0.103, -0.273, 0.005], [0.111, -0.746, -0.345], [-0.023, -0.013, 0.069], [-0.209, 0.036, -0.095], [0.837, -0.039, 0.533], [0.371, -0.164, 0.074], [-0.037, -0.353, 0.466], [0.070, 0.042, -0.228], [-0.134, -0.284, 0.119], [-0.036, 0.046, 0.089], [0.113, -0.197, -0.409], [0.175, -0.220, 0.255], [-0.262, 0.136, -0.297], [-0.260, -0.243, -0.295], [-0.096, 0.325, -0.061], [-0.250, 0.058, -0.024], [-0.151, 0.106, 0.595], [-0.199, -0.015, 0.359], [0.054, 0.007, 0.047], [-0.094, 0.001, 0.029], [0.173, 0.015, -0.106], [-0.156, 0.023, -0.433], [-0.045, 0.950, -0.921], [0.537, -0.150, 0.367], [0.063, 0.066, -0.188], [-0.694, -0.426, 0.234], [-0.498, 0.003, -0.267], [0.677, 0.478, -0.275], [-0.179, 0.130, 0.026], [0.012, 0.090, 0.000], [0.139, -0.116, -0.029], [-0.075, -0.276, -0.092], [0.044, -0.196, 0.042], [0.044, 0.098, 0.109], [0.107, 0.158, -0.345], [0.031, 0.131, 0.064], [0.033, 0.068, -0.002], [-0.001, 0.014, -0.214], [0.387, 0.558, -0.194], [-0.081, -0.236, -0.043], [-0.528, -0.808, -0.162], [-0.781, -0.764, -0.376], [-0.138, 0.055, 0.165], [-0.204, 0.770, 0.645], [0.059, -0.435, 0.011], [0.176, 0.533, -0.048], [0.150, -0.173, -0.078], [-0.816, 0.419, 0.594], [-0.509, -0.056, 0.192], [-0.186, 0.109, -0.115]]
}


# 2
{
  "formula": "C19H66N24O13",
  "method": "ωB97M-V/def2-TZVPD",
  "largest_force_ha_per_bohr": 0.063,
  "homo_ev": -8.57,
  "de_lowest_kj_mol": 0.0,
  "total_energy_ha": -3056.21133,
  "homo_lumo_gap_ev": 8.01,
  "spin_multiplicity": 1,
  "species": ["C", "H", "N", "H", "O", "C", "H", "H", "N", "N", "H", "H", "H", "O", "C", "H", "N", "H", "H", "H", "N", "N", "C", "H", "N", "N", "H", "O", "N", "C", "H", "H", "N", "N", "H", "H", "O", "H", "N", "H", "H", "O", "H", "N", "H", "H", "H", "C", "H", "N", "H", "H", "H", "H", "H", "H", "H", "O", "H", "C", "C", "H", "H", "H", "N", "H", "H", "O", "H", "H", "N", "H", "H", "H", "C", "H", "C", "N", "N", "H", "O", "H", "H", "H", "C", "N", "C", "H", "H", "C", "H", "H", "C", "H", "N", "C", "C", "H", "H", "O", "N", "H", "H", "N", "O", "H", "O", "H", "H", "N", "H", "H", "H", "C", "O", "C", "O", "H", "N", "H", "C", "H"],
  "coordinates": [[12.051, 24.928, -6.157], [6.139, 23.224, -9.698], [7.063, 23.218, -9.320], [12.066, 25.542, -8.210], [9.096, 27.997, -12.125], [7.544, 22.071, -8.765], [13.204, 27.465, -3.378], [10.169, 29.391, -13.714], [9.372, 19.251, -11.807], [9.522, 28.772, -14.164], [16.178, 20.544, -10.704], [11.138, 23.089, -9.520], [13.556, 22.168, -8.953], [13.799, 25.421, -10.448], [9.931, 24.824, -9.821], [11.748, 26.695, -7.173], [13.929, 24.532, -13.190], [7.619, 24.917, -10.898], [10.971, 28.790, -7.480], [7.844, 18.543, -4.457], [12.285, 25.838, -7.266], [10.683, 25.196, -10.876], [11.117, 21.651, -2.267], [10.446, 20.659, -7.966], [8.854, 26.639, -6.150], [15.466, 20.899, -10.098], [11.265, 22.702, -2.039], [10.709, 21.078, -11.375], [14.649, 27.628, -10.401], [15.421, 22.229, -9.835], [11.146, 20.523, -9.589], [16.068, 24.838, -10.138], [7.254, 25.443, -11.672], [6.752, 20.988, -9.054], [13.368, 23.036, -11.158], [9.364, 18.066, -5.285], [16.441, 22.927, -10.038], [8.235, 26.224, -6.822], [16.005, 25.855, -10.098], [13.400, 25.571, -4.632], [16.543, 26.432, -9.483], [13.276, 19.540, -8.907], [8.119, 27.037, -14.972], [11.667, 29.126, -8.135], [9.063, 21.475, -6.391], [12.588, 29.375, -7.830], [10.610, 26.148, -11.208], [8.942, 27.820, -13.346], [6.535, 23.106, -11.992], [10.374, 23.678, -9.239], [14.622, 20.376, -9.900], [6.300, 23.086, -13.651], [7.637, 20.878, -12.025], [12.188, 22.158, -11.918], [7.090, 20.062, -8.857], [15.420, 28.208, -10.145], [12.713, 23.008, -5.661], [8.569, 22.018, -8.092], [9.389, 28.584, -15.140], [6.768, 24.903, -12.824], [14.696, 26.270, -10.334], [11.544, 27.103, -2.623], [7.632, 24.032, -9.078], [11.414, 19.636, -6.424], [8.496, 21.346, -11.824], [9.135, 19.816, -2.704], [10.598, 19.550, -3.641], [12.029, 23.571, -13.989], [7.091, 26.437, -11.673], [9.641, 28.276, -8.859], [12.329, 19.542, -6.853], [14.475, 23.658, -8.800], [11.998, 21.225, -2.767], [10.895, 20.979, -1.430], [9.614, 20.572, -11.659], [8.576, 22.348, -11.802], [8.577, 18.813, -5.226], [11.225, 20.466, -8.579], [9.775, 20.913, -5.930], [8.439, 18.921, -11.913], [9.813, 28.663, -5.775], [10.444, 21.567, -5.533], [11.825, 28.533, -3.558], [10.216, 18.713, -11.666], [12.987, 23.739, -6.432], [6.755, 23.538, -12.876], [8.987, 20.237, -4.890], [11.885, 24.931, -3.989], [14.038, 23.978, -6.276], [12.293, 19.759, -8.175], [11.560, 24.722, -11.016], [5.985, 21.064, -9.691], [8.925, 27.984, -6.317], [8.181, 20.925, -4.611], [14.374, 22.720, -9.148], [9.734, 20.217, -3.526], [11.428, 28.853, -9.447], [9.815, 28.338, -10.635], [11.007, 24.579, -6.194], [10.045, 21.558, -3.186], [8.120, 28.452, -7.338], [9.566, 26.145, -5.641], [7.217, 28.017, -7.413], [10.146, 28.537, -9.689], [8.909, 25.379, -9.375], [8.272, 29.455, -7.215], [11.748, 26.866, -4.698], [7.909, 18.803, -6.092], [9.754, 23.331, -8.512], [8.276, 26.854, -14.000], [13.067, 19.131, -6.318], [14.049, 24.990, -14.077], [7.777, 26.126, -13.521], [12.893, 23.693, -13.108], [6.224, 25.615, -13.667], [12.311, 25.572, -4.769], [12.336, 28.821, -10.301], [12.813, 23.332, -7.420], [12.934, 22.832, -12.048], [14.614, 24.685, -12.471], [12.117, 27.486, -3.470], [13.739, 28.098, -10.583]],
  "forces_ev_per_angstrom": [[0.152, -0.013, -1.206], [-0.199, 0.487, 0.095], [1.027, -0.402, 0.617], [0.140, -0.838, 0.218], [-0.815, -1.411, -0.484], [-0.859, -0.175, -0.640], [-0.005, -0.258, 0.479], [0.122, 0.168, -0.445], [1.480, 0.323, 0.293], [-1.215, -1.244, 0.112], [0.057, 0.157, -0.080], [-0.006, 0.194, -0.424], [0.122, -0.091, 0.135], [0.004, 1.166, -0.359], [1.432, -0.979, -0.169], [0.227, 0.089, 0.325], [0.683, 1.099, -0.853], [0.460, 0.457, 0.012], [0.507, 0.626, 0.441], [0.384, -0.404, 0.288], [0.029, 1.761, 0.360], [-0.735, 0.872, 0.072], [-0.094, -1.038, -0.810], [-0.045, -0.083, -0.003], [-1.062, 0.544, -0.017], [-1.281, 0.397, 0.151], [-0.016, -0.133, 0.351], [-0.871, -1.041, -0.253], [-2.206, -0.523, -0.685], [3.211, -0.306, 0.330], [-0.312, 0.260, 0.086], [0.797, 0.033, 0.679], [-0.785, -0.293, -1.418], [0.403, -0.505, 0.518], [0.541, 0.531, -0.404], [0.160, 0.203, -0.113], [-1.201, 0.058, -0.300], [0.434, -0.955, 0.108], [-1.264, -0.607, -0.676], [0.058, 0.391, 0.132], [0.411, -0.312, 0.044], [-0.941, -0.303, 0.087], [-0.314, -0.504, -0.063], [-0.325, 0.020, 0.030], [0.739, -0.017, -0.423], [0.064, -0.299, 0.014], [-0.084, -0.083, -0.065], [1.234, 1.781, 0.170], [0.230, -0.044, -0.002], [-0.777, 0.121, 1.068], [0.178, -0.450, -0.125], [-0.070, 0.422, -0.207], [-0.278, 0.362, -0.239], [-0.112, 0.351, -0.637], [0.069, 0.129, 0.114], [0.360, -0.204, -0.113], [0.272, -0.489, -0.302], [-0.888, -0.261, -0.334], [0.868, 0.774, -0.221], [-2.718, -0.181, 1.450], [1.835, 0.371, 0.871], [0.386, -0.445, 0.129], [-0.407, 0.555, -0.292], [0.317, 0.110, 0.404], [0.698, -0.359, 0.276], [-0.296, -0.302, -0.243], [0.468, 0.355, 0.167], [0.631, 0.417, 0.497], [0.474, 0.134, 0.851], [-0.718, 0.028, -0.552], [-1.397, -0.401, 1.279], [-0.266, 0.069, -0.136], [0.254, 0.300, 0.241], [0.166, 0.568, 0.448], [-0.284, 1.762, 0.185], [0.011, -0.115, -0.188], [-1.876, 0.779, 0.237], [-0.381, -0.067, -1.092], [-0.492, -0.386, 0.211], [0.059, -0.605, -0.069], [-1.635, -0.029, -0.686], [-0.152, 0.005, 0.272], [-0.015, 0.005, -0.116], [-0.625, -0.612, -0.100], [-0.987, -0.081, 1.715], [0.303, -1.031, 0.262], [1.060, 0.445, 1.991], [-0.051, -0.156, 0.041], [-0.018, 0.241, -0.232], [2.536, 0.751, -0.206], [0.224, 0.145, -0.091], [-0.061, 0.033, -0.073], [2.616, -1.132, 0.469], [-0.760, -0.605, -0.458], [-0.623, -0.105, -0.139], [-0.045, 0.226, -0.663], [1.242, -0.767, -0.533], [0.119, -0.083, 0.435], [-0.057, -0.313, 0.251], [0.104, -0.057, -0.451], [1.045, 1.079, 1.239], [0.001, 0.061, -0.020], [-0.309, 0.566, -0.162], [0.116, 0.032, 0.028], [-0.197, 0.233, -0.134], [-1.271, 0.007, -0.839], [0.341, -0.620, 0.354], [0.572, -0.101, -0.465], [0.524, -0.190, -0.283], [1.585, 1.070, 0.418], [0.337, -0.190, -0.545], [-0.090, 0.136, 0.169], [0.699, 1.262, -0.902], [-0.899, -1.556, -0.600], [-0.296, -1.140, -0.146], [0.143, -0.413, -1.183], [-1.400, 1.077, 0.204], [-0.120, -0.014, 0.078], [-0.516, -0.573, 1.342], [-0.201, -0.234, 0.135], [-0.514, 0.898, -0.901], [0.721, -0.371, 0.590]]
}